C44H46AuF6N8OPSSb2 | the ωB97M-V functional and the def2-TZVPD basis

Relative energy (zero: lowest compared OMol25 entry of this formula, charge and spin) in kJ/mol: 60.7
E_HOMO (spin up / spin down) in eV: -13.77 / -13.77
Frontier orbital gap (spin up / spin down) in eV: 6.387 / 2.557
E_LUMO (spin up / spin down) in eV: -7.4 / -11.2
⟨S²⟩: 3.78

Structure (ORCA input):
```
! wB97M-V def2-TZVPD RIJCOSX def2/J DEFGRID3
* xyz 3 4
Au -1.5793 0.0446 0.6208
C 2.7479 3.4701 1.2864
N 1.4710 2.9216 0.8351
C 0.8882 1.7965 1.2065
N -0.2892 1.7029 0.5900
C -0.3568 2.8367 -0.1718
N 0.6919 3.5962 -0.0367
C 2.6141 4.3959 2.4722
C 3.6053 5.3450 2.6987
C 3.5580 6.1517 3.8261
C 2.5143 6.0322 4.7304
C 1.5100 5.1019 4.4898
C 1.5642 4.2833 3.3665
C 0.3939 4.9666 5.4232
N 0.3318 5.2883 6.6662
N -0.9399 4.9356 7.1008
C -1.5422 4.4299 6.0857
O -0.7635 4.4088 4.9726
C -2.9040 3.9083 5.9955
C -3.5972 3.5742 7.1577
C -4.8852 3.0780 7.0660
C -5.4841 2.9094 5.8230
C -4.8015 3.2602 4.6653
C -5.4971 3.1702 3.3342
N -4.6630 2.5271 2.3019
C -3.7363 1.5878 2.4276
N -3.2745 1.2869 1.2137
C -3.9643 2.1104 0.3748
N -4.8194 2.8664 1.0073
C -3.5098 3.7643 4.7548
H 3.1782 3.9916 0.4338
H 3.3849 2.6156 1.5214
H 1.3116 1.0819 1.8907
H -1.1810 3.0840 -0.8185
H 4.4207 5.4549 1.9942
H 4.3333 6.8861 3.9938
H 2.4614 6.6592 5.6097
H 0.7692 3.5650 3.2099
H -3.1164 3.7100 8.1169
H -5.4281 2.8191 7.9643
H -6.4951 2.5256 5.7608
H -5.7391 4.1515 2.9271
H -6.4244 2.6035 3.4179
H -3.4085 1.1740 3.3665
H -3.8257 2.1407 -0.6937
H -2.9736 4.0740 3.8649
C -4.9236 -0.6106 -2.2861
C -5.7000 -0.6443 -0.9742
Sb -4.8652 -2.0017 0.4261
C -5.6364 -1.6288 2.3646
C -7.1304 -1.9450 2.4208
C -5.3770 -3.9864 -0.0955
C -4.8378 -4.9908 0.9177
H -5.3683 0.1241 -2.9566
H -4.9486 -1.5741 -2.7952
H -3.8761 -0.3446 -2.1330
H -6.7306 -0.9740 -1.1171
H -5.7378 0.3290 -0.4864
H -5.4300 -0.5849 2.5981
H -5.0534 -2.2455 3.0491
H -7.7089 -1.3144 1.7444
H -7.5060 -1.7739 3.4292
H -7.3356 -2.9868 2.1729
H -4.9755 -4.1515 -1.0956
H -6.4651 -4.0189 -0.1670
H -3.7517 -4.9398 0.9959
H -5.1055 -6.0004 0.6081
H -5.2607 -4.8313 1.9102
F 0.7219 -1.3445 0.0548
P 2.1782 -1.6840 0.7255
F 2.7003 -0.2308 0.3198
F 1.6303 -1.1680 2.1337
F 2.6996 -2.2606 -0.7392
F 1.6548 -3.2023 1.0442
F 3.6089 -2.0467 1.3595
S -2.5208 -2.0561 0.3666
Sb 2.7724 -5.0269 -0.9287
C 3.4961 -5.1421 -2.8937
C 2.9594 -4.3195 -3.8787
C 3.4797 -4.3858 -5.1638
C 4.5181 -5.2607 -5.4499
C 5.0521 -6.0737 -4.4579
C 4.5460 -6.0194 -3.1675
C 2.3238 -6.9057 -0.1204
C 1.9586 -7.0070 1.2224
C 1.7230 -8.2627 1.7583
C 1.8295 -9.3924 0.9551
C 2.1596 -9.2779 -0.3887
C 2.3960 -8.0285 -0.9432
C 4.5309 -4.4264 0.1207
C 4.8823 -4.9367 1.3382
C 6.0369 -4.4288 2.0313
C 6.8331 -3.4120 1.4864
C 6.4966 -2.9047 0.2623
C 5.3457 -3.4097 -0.4291
H 2.1504 -3.6347 -3.6577
H 3.0718 -3.7545 -5.9412
H 4.9171 -5.3102 -6.4540
H 5.8618 -6.7530 -4.6874
H 4.9692 -6.6569 -2.3997
H 1.8471 -6.1230 1.8409
H 1.4491 -8.3615 2.7999
H 1.6419 -10.3700 1.3781
H 2.2277 -10.1608 -1.0096
H 2.6386 -7.9432 -1.9952
H 4.3092 -5.7219 1.8147
H 6.2839 -4.8426 3.0012
H 7.6942 -3.0499 2.0305
H 7.0852 -2.1270 -0.2057
H 5.1090 -2.9956 -1.4024
*
```